# 1
Computed, not measured: a 12-piece molecular cluster, C45H90ClO19PS overall, with wB97M-V/def2-TZVPD.

Cartesian coordinates (Å):
H: 9.808 6.337 0.247
C: 3.946 4.958 9.714
C: 1.098 4.288 1.591
C: 12.275 5.578 0.105
O: -0.332 -3.454 1.733
O: 0.765 -4.606 -6.689
H: 3.243 6.614 10.905
O: 0.713 5.263 6.808
O: -1.581 -0.767 -3.120
H: -10.333 -0.287 -1.474
H: -5.245 1.774 -3.329
H: 1.689 3.771 0.835
H: -4.453 0.233 -5.035
H: 7.728 5.100 0.664
C: 0.532 -5.917 -7.207
H: -4.420 -2.835 2.632
O: -2.253 3.570 -0.325
S: 1.642 4.574 5.666
H: 0.656 0.935 3.988
H: -0.090 4.808 3.987
H: 10.661 4.459 -0.794
C: 2.952 -4.260 -3.659
C: 4.513 -3.415 -8.139
C: -4.323 2.433 0.465
O: 3.433 -3.343 -9.062
H: 13.072 4.980 -0.340
H: -9.444 -4.195 2.693
O: 2.997 5.047 5.805
H: -1.044 4.268 1.410
O: 1.885 -1.359 0.165
H: 3.724 -4.865 -4.138
C: -0.272 3.554 1.703
H: 2.681 -2.343 5.009
H: -1.762 -3.103 -1.615
H: 6.650 4.915 2.051
H: 6.816 2.416 1.810
O: -9.903 -4.310 3.531
C: 4.978 -4.850 -7.973
C: 0.714 -1.222 -0.048
C: -1.286 -0.925 -1.964
H: 2.719 -3.883 -8.708
H: -3.884 1.444 0.376
H: 2.410 3.628 3.269
O: 5.877 4.379 0.212
C: -1.006 0.241 -1.048
H: -12.400 -2.186 2.737
H: 1.952 5.577 10.275
H: 3.269 -4.028 -2.641
H: -9.138 -0.015 -0.215
C: 2.923 6.030 10.042
H: 0.622 -5.837 2.186
H: -3.677 -0.665 -3.737
C: 7.567 3.079 1.373
C: -11.749 -3.050 2.591
O: 1.560 3.145 5.894
C: -0.220 -5.862 -8.523
C: -1.127 -2.274 -1.320
C: -0.462 2.368 0.760
C: 1.862 4.499 2.911
H: 7.894 2.623 0.437
P: 1.608 0.791 2.093
Cl: 3.285 1.781 1.359
C: 2.228 -3.096 4.372
H: -10.578 -2.541 -0.594
H: 1.696 -5.919 -3.095
H: 0.939 1.973 -3.595
O: -4.794 -0.461 1.391
C: -10.744 -3.175 3.719
H: 0.973 -1.726 3.327
H: 2.870 -3.311 -4.196
H: -0.092 -4.189 -6.557
O: 0.135 1.618 -5.458
H: 4.163 -5.477 -7.602
C: -9.277 -0.409 -1.222
C: -0.183 -2.406 -0.395
H: -7.834 -1.996 -1.003
H: 0.338 -5.280 -9.258
H: 1.131 -3.948 0.372
H: -5.143 -1.231 0.932
H: -12.365 -3.948 2.526
C: 2.049 -5.393 3.749
H: -0.521 3.239 2.719
H: 4.909 5.412 9.480
C: -4.614 -0.537 -4.277
H: -2.939 3.566 1.682
C: 1.236 1.541 -4.557
H: -5.852 -0.878 -2.546
H: -4.090 -2.146 4.232
H: -2.514 1.496 -1.879
H: 1.506 -6.386 -7.344
H: 5.813 -4.916 -7.272
C: 0.973 5.038 4.058
H: 12.134 6.476 -0.502
C: 0.655 -3.746 2.636
O: -5.361 1.099 -2.653
H: 11.123 3.903 0.821
H: 2.618 5.268 2.722
H: 0.893 5.284 1.183
C: 0.070 -3.695 0.354
H: -0.563 -4.493 -0.032
H: -0.579 1.090 -5.085
C: 0.287 1.153 0.838
H: 0.168 4.535 7.138
C: -1.463 2.455 -0.228
H: 4.191 -2.997 -7.179
O: 0.619 -4.185 -3.010
C: 10.985 4.786 0.199
H: -8.681 0.186 -1.916
C: 1.619 -4.983 -3.649
O: 9.945 5.559 0.797
H: -6.659 0.024 -3.839
H: -3.005 -1.820 2.866
H: 3.382 -4.687 5.312
H: -11.234 -2.941 1.635
H: -1.189 -5.374 -8.394
H: 0.549 -3.365 -3.508
H: 0.872 -0.502 -3.981
C: 1.253 -2.768 3.429
C: -4.048 -1.953 3.158
H: 1.052 6.133 4.045
H: -9.024 -2.278 -2.283
H: -10.121 -2.276 3.779
H: 5.322 -2.795 -8.524
H: -4.944 2.418 1.370
H: -0.031 -6.498 -6.469
H: 8.419 3.136 2.053
H: 2.038 2.148 -4.972
H: 1.296 -5.207 -4.666
C: -3.303 3.565 0.648
H: -5.018 2.659 -0.348
O: 2.764 6.937 8.958
O: 1.067 1.608 3.435
C: -4.862 -0.725 2.791
H: 2.470 6.426 8.197
C: -0.003 0.119 -0.065
H: 12.594 5.905 1.096
O: -9.652 -2.639 -0.351
C: 1.078 -5.074 2.809
C: 6.984 4.454 1.115
H: 5.292 -5.261 -8.933
H: -5.910 -0.858 3.079
C: -5.708 -0.118 -3.314
H: 2.344 -6.428 3.887
C: -8.881 -1.873 -1.276
H: -4.475 0.157 3.302
H: 5.213 3.813 0.616
H: 2.538 0.042 -3.691
H: -0.387 -6.863 -8.922
H: -3.836 4.512 0.516
C: 2.642 -4.423 4.571
H: 1.980 -0.331 -5.334
H: 3.637 4.385 8.837
H: 4.076 4.270 10.552
H: -11.251 -3.305 4.674
C: 1.690 0.105 -4.376
H: -4.865 -1.473 -4.781
C: -1.734 1.421 -1.128

Cartesian forces (eV/Å) of the 3 atoms listed first:
H 0.0 0.0 0.0
C 0.0 0.0 0.0
C -0.7 -0.1 0.3

Results
Gap between HOMO and LUMO = 8.0 eV
SMILES = CCOc1cc2c(c(P(O)Cl)c1CCCCS(=O)(=O)O)C(=O)C(COc1ccccc1)=CC2=O.CCO.CCO.CCO.CCO.CCO.CCO.CCO.CCO.CCO.CCO.CCO
E_tot = -119669.99710 eV
HOMO = -8.91 eV

***

# 2
Computed, not measured: C29H13F4N6O2Ti as an isolated structure, with wB97M-V/def2-TZVPD.

Cartesian coordinates (Å):
H: -1.895 2.687 -0.022
C: 1.029 -4.372 -3.738
H: 4.854 -4.586 -3.438
C: -4.204 -1.241 -0.373
F: -2.926 0.692 -1.021
N: -8.729 -1.868 -4.485
C: -3.299 -1.582 0.749
O: -1.119 -1.105 -2.346
H: -0.627 3.923 -0.071
H: 1.545 3.992 0.311
C: 3.127 -3.411 -3.017
N: -3.942 -3.077 2.748
H: -0.564 2.628 1.181
C: 0.986 -2.168 -2.620
N: -5.984 1.249 -5.651
C: -3.654 -2.416 1.854
C: -2.061 -1.084 0.690
C: 3.777 -4.524 -3.522
C: 4.081 1.910 -0.552
F: -7.134 -2.562 -1.986
C: -4.711 0.051 -2.400
C: 3.080 -5.572 -4.136
C: 3.429 3.021 -0.037
C: -6.109 -1.764 -1.792
C: 3.362 0.852 -1.092
O: -0.070 2.033 -0.763
C: -0.367 -4.298 -3.840
C: -7.788 -1.269 -4.189
C: -0.454 -2.182 -2.779
F: -5.635 -3.046 0.078
H: 5.161 1.861 -0.524
Ti: -0.760 0.217 -1.241
N: 1.102 -0.107 -1.588
H: 1.152 -6.298 -4.707
C: -5.321 -2.014 -0.682
C: -3.980 -0.204 -1.274
C: -1.117 -3.218 -3.374
C: -0.845 2.888 0.165
F: -4.343 1.067 -3.163
N: -1.014 -0.535 0.474
H: -0.890 -5.123 -4.313
H: 3.859 -0.027 -1.476
C: 1.354 2.069 -0.639
H: 3.616 -6.428 -4.521
C: 2.041 3.113 -0.073
C: -5.835 -0.735 -2.715
C: 1.747 -3.313 -3.125
H: -2.190 -3.184 -3.489
C: 1.716 -5.500 -4.242
N: 1.667 -1.174 -2.107
C: 1.984 0.928 -1.112
C: -6.633 -0.511 -3.892
C: -6.282 0.471 -4.855
H: 3.692 -2.622 -2.541
H: 3.996 3.835 0.392

Cartesian forces (eV/Å) of the 3 atoms listed first:
H 0.0 0.0 0.0
C 0.0 0.0 0.0
H 0.0 0.0 0.0

Results
Gap between HOMO and LUMO (spin up / spin down) = 4.6 / 5.6 eV
Total charge = +2
⟨S²⟩ = 0.819
E_tot = -77284.73219 eV
HOMO (spin up / spin down) = -13.69 / -14.64 eV
Relative energy (zero: lowest compared OMol25 entry of this formula, charge and spin) = 0.147 eV
Spin multiplicity = 2

***

# 3
Computed, not measured: a 2-piece molecular cluster, C3H4O overall, with wB97M-V/def2-TZVPD.

Cartesian coordinates (Å):
H: -1.397 -1.611 1.122
C: 1.383 0.700 -0.019
O: -1.140 0.696 0.161
H: 1.589 1.683 0.066
C: 0.102 0.304 -0.036
C: -1.072 -0.601 -0.147
H: -1.584 -1.136 -0.860
H: 2.118 -0.034 -0.287

Cartesian forces (eV/Å) of the 3 atoms listed first:
H 1.0 2.7 -3.0
C -2.8 -3.2 -0.7
O -2.3 4.0 0.6

Results
Gap between HOMO and LUMO = 10.4 eV
E_tot = -5218.10066 eV
HOMO = -9.58 eV
Relative energy (zero: lowest compared OMol25 entry of this formula, charge and spin) = 4.036 eV

***

# 4
Computed, not measured: C34H28BBeBr2F4NO2P as an isolated structure, with wB97M-V/def2-TZVPD.

Cartesian coordinates (Å):
H: -1.642 1.974 2.234
B: 1.574 -0.437 0.113
H: -2.587 3.376 -5.209
C: 2.015 0.028 4.585
H: 3.782 4.664 -2.789
Be: 1.270 -0.171 -1.694
H: 0.205 -3.695 6.724
C: -1.374 -0.274 -4.881
H: 0.788 -0.083 7.049
C: 1.403 -1.232 4.589
H: 1.626 5.783 -2.764
C: -2.521 -2.496 -1.938
H: -3.795 0.770 -2.057
H: -5.090 1.906 -0.318
C: -1.380 1.073 0.311
C: -2.241 2.354 -5.120
H: 0.342 4.954 -1.884
C: -2.690 -3.873 -1.910
Br: 4.386 -0.217 -2.211
O: 1.116 -1.499 0.907
P: -0.945 -0.113 -2.134
H: 0.997 -3.978 5.177
H: 0.601 -2.797 3.306
C: -2.125 1.555 -6.249
C: 3.284 3.710 -2.662
C: -0.231 -2.785 -2.434
H: 2.283 0.487 5.529
H: -0.554 -3.123 5.239
H: -2.034 2.468 -2.994
C: 1.026 4.876 -2.731
C: 4.038 2.556 -2.553
H: 0.255 2.308 -2.385
C: 0.405 -3.257 5.745
F: -1.766 -6.015 -2.130
H: 0.427 4.835 -3.642
C: -3.454 2.003 1.074
H: 2.793 1.690 3.433
C: 1.334 2.405 -2.436
C: -1.928 1.840 -3.870
F: -3.605 -1.756 -1.724
F: -3.880 -4.395 -1.662
H: -2.379 1.955 -7.222
C: 1.365 -1.128 2.217
H: -0.333 0.874 0.487
C: 1.070 -1.825 3.368
H: -1.604 -0.385 -7.007
C: -4.050 1.667 -0.138
H: -1.044 -1.304 -4.801
C: -3.319 1.022 -1.119
C: 1.967 0.105 2.232
H: -0.671 -0.802 6.358
H: 0.093 -1.529 7.779
C: -1.692 0.241 -6.129
C: -0.372 -4.152 -2.420
H: 3.121 -2.839 5.983
C: -1.497 0.521 -3.741
Br: 1.486 -2.131 -2.917
C: -2.118 1.710 1.298
C: -1.614 -4.704 -2.148
C: 1.899 3.655 -2.608
H: 5.117 2.575 -2.594
H: 2.324 -2.733 7.560
C: 3.379 1.360 -2.381
H: 3.028 -1.290 6.826
C: 2.485 -2.213 6.613
C: -1.290 -1.911 -2.177
C: -1.976 0.707 -0.896
C: 0.289 -1.028 6.828
H: -4.035 2.499 1.841
C: 2.311 0.721 3.414
N: 2.042 1.268 -2.323
F: 0.649 -4.958 -2.679
C: 1.142 -1.931 5.927
O: 2.122 0.561 0.935

Cartesian forces (eV/Å) of the 3 atoms listed first:
H 0.0 0.0 0.0
B 0.0 -0.2 0.2
H 0.0 0.0 0.0

Results
Gap between HOMO and LUMO = 7.5 eV
Total charge = +1
E_tot = -202617.02634 eV
HOMO = -10.44 eV
Relative energy (zero: lowest compared OMol25 entry of this formula, charge and spin) = 0.000 eV

***

# 5
Computed, not measured: C2H4DyLiO as an isolated structure, with wB97M-V/def2-TZVPD.

Cartesian coordinates (Å):
H: 0.246 0.458 1.286
O: -0.088 0.707 -0.816
H: -1.413 0.034 0.651
Dy: -1.485 1.391 -2.400
H: 0.524 -1.621 -0.338
C: 0.462 -1.053 0.581
Li: 1.562 1.467 -0.958
H: 0.539 -1.539 1.542
C: -0.347 0.157 0.452

Cartesian forces (eV/Å) of the 3 atoms listed first:
H 0.4 3.1 1.8
O -1.0 1.0 -0.6
H -0.1 -0.1 1.2

Results
Gap between HOMO and LUMO (spin up / spin down) = 4.5 / 9.3 eV
Total charge = +3
⟨S²⟩ = 12.644
E_tot = -28437.66551 eV
HOMO (spin up / spin down) = -20.34 / -25.08 eV
Spin multiplicity = 7

***

# 6
Computed, not measured: a 7-piece molecular cluster, C33H65B2IN2O11 overall, with wB97M-V/def2-TZVPD.

Cartesian coordinates (Å):
H: -3.409 -1.638 -10.254
O: 0.605 -3.092 -5.272
C: 5.209 -3.720 -0.649
H: 5.155 -2.868 2.387
H: -0.457 -0.282 -6.623
H: 0.553 3.349 7.066
H: -4.770 1.554 -0.812
C: -0.573 -1.307 -6.275
H: -0.284 -2.954 -3.419
C: 5.052 0.336 -1.986
O: 4.370 1.035 -0.947
C: -1.195 -0.288 -0.087
H: 2.155 0.175 1.154
H: 0.599 -2.467 0.917
C: -0.548 -2.831 -4.470
O: -6.685 1.222 0.896
H: 6.716 -2.223 -1.043
C: -4.115 2.211 11.122
H: 4.598 0.599 -2.943
H: -4.673 1.870 8.355
C: -2.279 0.729 -0.528
C: -0.369 3.144 6.518
N: -1.001 -1.296 -1.170
H: 7.195 -0.007 -2.279
O: -1.488 -1.318 2.126
H: 7.601 -2.350 1.239
H: -0.864 2.639 4.460
O: -6.404 -1.136 0.622
N: -3.331 -0.916 0.805
H: -3.069 1.138 8.170
H: -3.346 -0.920 -1.245
H: -3.907 1.999 12.169
I: -1.455 4.641 1.453
C: 0.737 -2.085 -6.274
H: -0.004 -1.051 -9.476
C: 5.426 -2.565 1.375
H: -1.339 -2.956 -8.886
O: -1.562 -0.909 -10.817
O: 0.408 1.699 0.019
C: -2.008 3.221 -0.081
H: -2.994 0.475 10.482
H: -1.756 1.716 1.361
H: -1.657 -3.545 -11.861
O: -2.021 3.535 -1.219
H: -1.324 -3.564 -4.715
H: -1.419 4.629 7.758
H: 0.810 1.984 -0.807
H: 1.229 -1.689 2.334
H: -0.221 -1.037 -1.763
C: -0.862 5.324 5.753
C: -3.711 1.698 8.850
H: -2.146 3.115 10.951
H: 0.327 -1.685 -11.097
H: -4.730 0.307 10.196
B: 0.263 0.324 0.200
C: 6.516 0.750 -1.886
C: 5.313 1.605 -0.039
C: 6.637 -3.196 -0.556
O: -3.098 2.958 9.126
C: 6.810 -3.045 0.954
C: -0.999 -1.417 -4.813
H: 2.143 -0.635 -0.368
C: -2.391 1.878 0.490
H: 6.790 0.036 0.135
H: 7.500 1.633 -0.121
H: -0.740 2.168 6.828
C: 1.427 -1.854 1.274
H: 4.931 -0.742 -1.830
H: -3.777 -0.518 1.627
H: -3.091 -1.613 -11.998
C: -1.956 -0.936 1.084
H: 4.702 -3.431 -1.572
H: -3.414 1.992 0.870
H: 0.871 2.899 4.719
H: -3.469 4.262 10.672
C: -0.126 3.229 5.016
H: 5.343 -1.474 1.308
H: -6.086 -1.476 1.461
C: -0.430 -1.613 -10.309
H: -2.063 -1.263 -4.648
C: -3.901 1.013 10.198
O: 4.506 -3.154 0.457
H: -2.145 1.131 -1.534
C: -2.647 -1.814 -11.022
H: -7.569 0.992 1.206
H: -1.306 -1.803 -6.915
H: 7.361 -3.866 -1.018
H: 5.330 2.691 -0.177
B: -6.025 0.169 0.325
H: 6.687 1.678 -2.434
H: 4.989 1.394 0.982
H: 7.029 -4.014 1.407
H: 1.584 -1.438 -6.017
C: -3.516 -0.176 -0.468
H: -0.159 -3.753 -9.932
H: -2.374 3.944 6.449
H: 5.182 -4.812 -0.569
C: 1.545 -0.504 0.546
H: -0.454 -0.687 -4.210
C: -0.935 -2.990 -9.900
H: -1.653 5.966 5.361
C: -4.883 0.470 -0.719
H: 2.364 -2.406 1.203
H: -0.828 -2.217 -0.787
C: 6.663 0.987 -0.384
O: -0.275 4.605 4.667
H: 0.952 -2.561 -7.233
H: -5.272 0.119 -1.680
H: -2.801 -3.951 -10.577
C: -2.064 -3.217 -10.903
C: -3.149 3.229 10.527
H: -0.098 5.960 6.213
C: -1.373 4.274 6.732
H: -5.143 2.571 11.042

Cartesian forces (eV/Å) of the 3 atoms listed first:
H 0.0 0.0 0.0
O 0.0 0.0 0.0
C 0.0 0.0 0.0

Results
Gap between HOMO and LUMO = 9.2 eV
SMILES = CCB(O)[C@@]1(N)C(=O)N[C@@H](CB(O)O)[C@H]1CC(=O)I.C1CCOC1.C1CCOC1.C1CCOC1.C1CCOC1.C1CCOC1.C1CCOC1
E_tot = -70232.74270 eV
HOMO = -8.96 eV

***

# 7
Computed, not measured: a 2-piece molecular cluster, CH5INP overall, with wB97M-V/def2-TZVPD.

Cartesian coordinates (Å):
H: 0.212 1.425 0.056
H: 0.072 -0.005 2.071
I: -0.650 -3.414 -0.086
H: 1.811 0.265 0.366
N: -0.122 -0.374 1.076
H: 0.505 -0.159 -0.926
H: -2.217 -0.935 -1.101
P: -1.429 -1.352 1.030
C: 0.631 0.329 0.090

Cartesian forces (eV/Å) of the 3 atoms listed first:
H 1.3 -1.9 -0.2
H -0.6 -0.8 -2.1
I 0.2 -0.3 0.1

Results
Gap between HOMO and LUMO (spin up / spin down) = 7.7 / 7.7 eV
E_tot = -19994.90154 eV
HOMO (spin up / spin down) = -8.41 / -8.38 eV
Relative energy (zero: lowest compared OMol25 entry of this formula, charge and spin) = 3.526 eV

***

# 8
Computed, not measured: an isolated molecule of C5H10OS, with wB97M-V/def2-TZVPD.

Cartesian coordinates (Å):
H: 1.003 1.326 -1.391
H: 1.197 -0.932 1.580
O: -1.225 -1.737 -0.115
H: -0.745 1.188 -1.615
H: -3.618 -0.433 0.453
H: -1.319 -0.625 1.652
H: 2.148 0.071 0.481
H: -0.105 2.085 -0.239
H: -0.228 -1.261 -1.895
C: 0.052 1.217 -0.876
C: 0.064 -0.049 -0.038
S: -2.745 0.500 0.092
H: 0.765 -2.093 -0.659
C: -1.279 -0.504 0.564
H: 1.065 0.829 1.654
C: -0.037 -1.371 -0.825
C: 1.190 -0.021 0.986

Cartesian forces (eV/Å) of the 3 atoms listed first:
H 0.1 0.1 -0.1
H 0.0 -0.1 0.1
O -0.3 -0.6 0.1

Results
Gap between HOMO and LUMO = 10.0 eV
SMILES = CC1(C)CO[C@@H]1S
E_tot = -18228.96525 eV
HOMO = -9.19 eV
Relative energy (zero: lowest compared OMol25 entry of this formula, charge and spin) = 0.934 eV